(w)
Entry from the OMol25 dataset: a single C5H6Cl2N2 molecule (the ωB97M-V functional and the def2-TZVPD basis).

Output
SMILES = N[C@]1(Cl)N=CC=C[C@@H]1Cl
HOMO energy = -9.48 eV
Kohn-Sham gap = 9.32 eV
2S+1 = 1

CARTESIAN COORDINATES (ANGSTROEM)
1 C -0.348 1.950 -0.190
2 C -0.701 0.934 -1.016
3 C 0.351 1.447 0.979
4 C -0.454 -0.547 -0.836
5 C 0.644 -0.826 0.238
6 N 0.698 0.254 1.301
7 N 0.519 -2.091 0.757
8 Cl -1.951 -1.145 -0.190
9 Cl 2.367 -0.734 -0.584
10 H -0.733 2.910 -0.467
11 H -1.385 1.021 -1.799
12 H 0.567 2.111 1.803
13 H -0.351 -0.926 -1.890
14 H 0.985 -2.344 1.583
15 H 0.369 -2.825 0.059



(x)
Entry from the OMol25 dataset: a single C5H6Cl2N2 molecule (the ωB97M-V functional and the def2-TZVPD basis).

Output
SMILES = N[C@]1(Cl)NC=CC=C1Cl
HOMO energy = -8.31 eV
Kohn-Sham gap = 8.73 eV
2S+1 = 1

CARTESIAN COORDINATES (ANGSTROEM)
1 C 1.360 0.146 -1.395
2 C 0.034 0.685 -1.639
3 C 1.695 -0.461 -0.234
4 C -0.871 0.618 -0.620
5 C -0.597 -0.191 0.562
6 N 0.729 -0.478 0.771
7 N -1.287 0.272 1.784
8 Cl -2.439 1.440 -0.651
9 Cl -1.553 -1.920 -0.049
10 H 2.183 0.210 -2.245
11 H 0.004 1.232 -2.558
12 H 2.613 -0.860 0.033
13 H 0.955 -0.519 1.746
14 H -2.154 -0.230 1.951
15 H -0.671 0.057 2.545



Short version: (x) is the most stable of them.



(w)
Entry from the OMol25 dataset: a molecular structure, C4H8ClNO (the ωB97M-V functional and the def2-TZVPD basis).

Output
HOMO energy = -8.36 eV
Kohn-Sham gap = 8.20 eV
2S+1 = 1

CARTESIAN COORDINATES (ANGSTROEM)
1 C 0.386 0.763 -1.625
2 C 0.206 0.640 0.988
3 C -0.927 -1.205 -0.388
4 C 0.099 -0.102 -0.362
5 N 1.583 -1.414 -0.422
6 O 2.150 -1.500 0.596
7 Cl -2.570 -0.745 0.137
8 H -0.361 1.540 -2.086
9 H 1.193 1.386 -1.282
10 H 0.696 0.089 -2.338
11 H 0.651 -0.028 1.675
12 H -0.832 0.879 1.288
13 H 0.758 1.610 0.950
14 H -0.733 -1.903 0.377
15 H -1.010 -1.647 -1.363



(x)
Entry from the OMol25 dataset: a single C4H8ClNO molecule (the ωB97M-V functional and the def2-TZVPD basis).

Output
SMILES = NC/C=C(/Cl)CO
HOMO energy = -9.03 eV
Kohn-Sham gap = 9.58 eV
2S+1 = 1

CARTESIAN COORDINATES (ANGSTROEM)
1 C -0.890 1.296 0.151
2 C 0.095 0.853 -0.951
3 C 0.582 -0.380 -1.166
4 C 0.535 -1.586 -0.242
5 H 0.545 1.857 1.622
6 H -0.304 0.466 1.787
7 H -1.305 2.276 -0.064
8 H -1.788 0.625 0.123
9 H 0.407 1.618 -1.618
10 H 1.518 -1.650 0.282
11 H 0.331 -2.481 -0.873
12 H -0.637 -2.252 1.161
13 N -0.382 1.396 1.528
14 O -0.499 -1.432 0.728
15 Cl 1.792 -0.605 -2.468



Short version: (x) is the most stable of them.



(w)
Entry from the OMol25 dataset: a single C21H22N2O3 molecule (the ωB97M-V functional and the def2-TZVPD basis).

Output
SMILES = Cc1ccc(CNC(=O)c2cccc(OCc3c(C)noc3C)c2)cc1
HOMO energy = -8.92 eV
Kohn-Sham gap = 9.54 eV
2S+1 = 1

CARTESIAN COORDINATES (ANGSTROEM)
1 C 3.268 4.357 3.863
2 C 2.981 2.889 3.778
3 C 3.028 2.234 2.551
4 C 2.782 0.879 2.462
5 C 2.479 0.140 3.600
6 C 2.425 0.789 4.824
7 C 2.678 2.148 4.911
8 H 2.637 2.637 5.874
9 H 2.190 0.230 5.719
10 C 2.166 -1.328 3.471
11 N 0.889 -1.531 2.812
12 C 0.801 -1.828 1.493
13 O 1.773 -2.062 0.800
14 C -0.590 -1.848 0.950
15 C -1.688 -2.254 1.696
16 C -2.945 -2.253 1.112
17 C -3.113 -1.841 -0.194
18 C -2.012 -1.438 -0.953
19 C -0.750 -1.455 -0.375
20 H 0.136 -1.173 -0.920
21 O -2.278 -1.051 -2.227
22 C -1.198 -0.630 -3.044
23 C -1.746 -0.219 -4.368
24 C -2.578 -0.927 -5.197
25 O -2.840 -0.189 -6.285
26 N -2.192 0.998 -6.193
27 C -1.540 1.008 -5.062
28 C -0.720 2.168 -4.637
29 H -1.071 2.546 -3.678
30 H -0.795 2.953 -5.383
31 H 0.323 1.873 -4.529
32 C -3.176 -2.279 -5.082
33 H -3.427 -2.478 -4.044
34 H -4.067 -2.339 -5.702
35 H -2.465 -3.033 -5.420
36 H -0.680 0.220 -2.582
37 H -0.481 -1.455 -3.169
38 H -4.088 -1.827 -0.654
39 H -3.803 -2.577 1.682
40 H -1.567 -2.601 2.712
41 H 0.070 -1.194 3.291
42 H 2.913 -1.822 2.844
43 H 2.138 -1.808 4.454
44 H 2.824 0.379 1.505
45 H 3.264 2.797 1.659
46 H 2.977 4.757 4.831
47 H 4.334 4.538 3.723
48 H 2.734 4.899 3.084



(x)
Entry from the OMol25 dataset: a single C21H22N2O3 molecule (the ωB97M-V functional and the def2-TZVPD basis).

Output
SMILES = CCCC[C@@H]1[C@H]2C(=O)N(c3ccccc3)C(=O)[C@H]2ON1c1ccccc1
HOMO energy = -7.99 eV
Kohn-Sham gap = 8.70 eV
2S+1 = 1

CARTESIAN COORDINATES (ANGSTROEM)
1 C 3.014 0.035 -5.030
2 C 3.184 0.036 -3.516
3 C 1.839 -0.022 -2.796
4 C 2.011 -0.034 -1.281
5 C 0.669 -0.086 -0.539
6 N 0.802 -0.353 0.886
7 C 1.480 -1.450 1.394
8 C 2.122 -1.372 2.630
9 C 2.717 -2.492 3.176
10 C 2.683 -3.705 2.509
11 C 2.039 -3.788 1.286
12 C 1.441 -2.676 0.726
13 H 0.937 -2.765 -0.224
14 H 2.002 -4.729 0.757
15 H 3.152 -4.578 2.937
16 H 3.214 -2.414 4.132
17 H 2.147 -0.427 3.147
18 O 1.161 0.905 1.483
19 C 0.324 1.849 0.861
20 C -0.042 1.282 -0.515
21 C -1.549 1.108 -0.486
22 O -2.234 0.685 -1.377
23 N -2.008 1.518 0.753
24 C -1.019 1.993 1.596
25 O -1.188 2.423 2.701
26 C -3.380 1.452 1.129
27 C -3.985 2.553 1.718
28 C -5.317 2.479 2.085
29 C -6.041 1.321 1.857
30 C -5.430 0.228 1.265
31 C -4.097 0.286 0.903
32 H -3.615 -0.564 0.445
33 H -5.992 -0.677 1.088
34 H -7.081 1.269 2.142
35 H -5.790 3.332 2.547
36 H -3.417 3.452 1.893
37 H 0.249 1.904 -1.360
38 H 0.860 2.801 0.863
39 H 0.022 -0.848 -0.981
40 H 2.567 0.848 -0.955
41 H 2.591 -0.914 -0.992
42 H 1.303 -0.923 -3.104
43 H 1.234 0.836 -3.100
44 H 3.789 -0.823 -3.217
45 H 3.719 0.939 -3.211
46 H 3.982 0.078 -5.523
47 H 2.503 -0.867 -5.356
48 H 2.428 0.894 -5.349



Short version: (x) is the most stable of them.



(w)
Entry from the OMol25 dataset: 13 unconnected molecules or ions with the total composition C13H52N26O13 (the ωB97M-V functional and the def2-TZVPD basis).

Output
HOMO energy = -8.27 eV
Kohn-Sham gap = 8.05 eV
2S+1 = 1

CARTESIAN COORDINATES (ANGSTROEM)
1 C 4.552 -1.506 0.689
2 O 4.144 -2.684 0.610
3 N 3.914 -0.344 0.400
4 N 5.708 -1.162 1.284
5 H 4.221 0.405 0.995
6 H 3.223 -0.321 -0.339
7 H 6.063 -0.474 0.635
8 H 6.271 -1.801 1.819
9 C 0.347 2.367 2.838
10 O 0.491 2.264 1.641
11 N -0.413 3.231 3.534
12 N 1.104 1.648 3.692
13 H -1.043 3.822 3.011
14 H -0.423 3.388 4.525
15 H 1.534 0.819 3.308
16 H 0.869 1.643 4.669
17 C 2.485 4.692 -0.554
18 O 2.872 5.552 -1.331
19 N 2.169 4.894 0.721
20 N 2.053 3.501 -1.057
21 H 1.889 4.140 1.328
22 H 2.365 5.782 1.150
23 H 1.611 2.809 -0.471
24 H 2.048 3.288 -2.051
25 C -0.305 -4.436 0.188
26 O -0.979 -3.734 -0.551
27 N 1.054 -4.422 0.141
28 N -0.877 -5.259 1.062
29 H 1.524 -3.666 -0.330
30 H 1.472 -4.783 0.983
31 H -1.842 -5.060 1.266
32 H -0.470 -6.036 1.554
33 C -3.267 -0.862 -2.436
34 O -2.888 0.280 -2.121
35 N -2.616 -1.937 -1.955
36 N -4.244 -1.087 -3.291
37 H -2.663 -2.906 -2.220
38 H -1.927 -1.704 -1.258
39 H -4.562 -2.039 -3.374
40 H -4.675 -0.381 -3.865
41 C 0.518 -0.243 -0.476
42 O 1.164 0.136 -1.470
43 N 1.055 -0.696 0.659
44 N -0.783 -0.206 -0.468
45 H 0.410 -0.985 1.376
46 H 2.045 -0.707 0.817
47 H -1.220 -0.712 0.297
48 H -1.329 0.202 -1.221
49 C -0.844 -0.743 -5.451
50 O -0.148 -1.594 -5.995
51 N -0.686 -0.287 -4.210
52 N -1.970 -0.233 -6.027
53 H 0.093 -0.367 -3.576
54 H -1.495 0.246 -3.938
55 H -2.121 -0.591 -6.956
56 H -2.586 0.491 -5.688
57 C -2.434 3.367 -4.609
58 O -3.029 2.499 -5.253
59 N -1.901 3.073 -3.445
60 N -2.169 4.636 -5.021
61 H -1.660 3.861 -2.868
62 H -1.961 2.118 -3.136
63 H -1.717 5.183 -4.311
64 H -2.552 4.967 -5.888
65 C 3.589 1.648 -3.720
66 O 2.694 2.466 -3.476
67 N 3.479 0.356 -3.367
68 N 4.739 1.990 -4.247
69 H 2.737 0.112 -2.727
70 H 4.298 -0.229 -3.392
71 H 5.588 1.638 -3.834
72 H 4.870 2.920 -4.612
73 C 2.727 -1.708 4.282
74 O 1.789 -1.777 3.454
75 N 3.950 -2.143 3.966
76 N 2.646 -1.274 5.554
77 H 3.959 -2.497 3.016
78 H 4.571 -2.431 4.701
79 H 3.448 -1.168 6.147
80 H 1.679 -1.096 5.774
81 C -4.138 2.763 -0.150
82 O -4.287 3.854 0.442
83 N -4.937 2.452 -1.197
84 N -3.204 1.910 0.238
85 H -4.830 1.584 -1.695
86 H -5.637 3.121 -1.466
87 H -3.016 1.045 -0.247
88 H -2.490 2.198 0.885
89 C -2.721 -1.822 2.140
90 O -1.567 -1.600 1.784
91 N -3.188 -1.964 3.365
92 N -3.711 -2.153 1.346
93 H -4.068 -2.432 3.473
94 H -2.518 -1.885 4.115
95 H -4.687 -2.225 1.567
96 H -3.499 -2.195 0.356
97 C -0.630 -2.876 5.380
98 O -1.443 -3.428 6.129
99 N -0.268 -1.619 5.451
100 N -0.390 -3.389 4.154
101 H -0.445 -1.075 6.280
102 H 0.040 -1.168 4.601
103 H -0.833 -4.287 4.058
104 H 0.241 -2.951 3.488



(x)
Entry from the OMol25 dataset: 13 unconnected molecules or ions with the total composition C13H52N26O13 (the ωB97M-V functional and the def2-TZVPD basis).

Output
HOMO energy = -9.11 eV
Kohn-Sham gap = 9.43 eV
2S+1 = 1

CARTESIAN COORDINATES (ANGSTROEM)
1 C -6.317 -0.672 -1.667
2 O -6.202 -0.200 -0.537
3 N -7.134 -1.828 -1.838
4 N -5.713 -0.109 -2.690
5 H -7.122 -2.380 -0.966
6 H -6.743 -2.497 -2.536
7 H -5.294 0.764 -2.387
8 H -6.023 -0.225 -3.592
9 C 3.816 -1.354 -4.633
10 O 3.834 -0.356 -5.315
11 N 3.011 -1.550 -3.633
12 N 4.625 -2.445 -4.917
13 H 2.830 -2.443 -3.262
14 H 2.283 -0.833 -3.547
15 H 5.139 -2.447 -5.771
16 H 4.962 -3.107 -4.201
17 C -3.720 1.482 0.879
18 O -2.882 2.331 1.200
19 N -5.005 1.908 0.530
20 N -3.481 0.147 0.783
21 H -5.634 1.223 0.167
22 H -4.992 2.820 0.140
23 H -4.242 -0.485 0.779
24 H -2.613 -0.280 1.223
25 C 2.916 -1.545 0.544
26 O 2.726 -2.013 1.642
27 N 2.921 -2.306 -0.574
28 N 3.243 -0.239 0.399
29 H 2.949 -2.052 -1.535
30 H 2.428 -3.210 -0.413
31 H 3.680 0.238 1.163
32 H 3.436 0.151 -0.486
33 C -3.289 -2.964 -1.137
34 O -4.385 -2.901 -0.563
35 N -3.034 -2.310 -2.251
36 N -2.289 -3.807 -0.658
37 H -3.723 -1.647 -2.569
38 H -2.048 -2.211 -2.468
39 H -1.545 -4.163 -1.260
40 H -1.980 -3.765 0.310
41 C -0.051 1.972 3.777
42 O 0.799 2.095 4.647
43 N -1.249 1.403 3.888
44 N 0.141 2.423 2.467
45 H -1.591 1.209 4.821
46 H -1.942 1.649 3.186
47 H 0.813 3.142 2.528
48 H -0.750 2.590 2.029
49 C -3.348 -2.654 2.562
50 O -2.384 -2.196 1.933
51 N -4.116 -3.698 2.152
52 N -3.574 -2.035 3.779
53 H -4.223 -3.716 1.109
54 H -5.030 -3.682 2.564
55 H -4.138 -2.540 4.437
56 H -2.741 -1.642 4.088
57 C 5.283 2.167 -0.444
58 O 5.482 2.583 -1.577
59 N 5.939 1.026 0.061
60 N 4.363 2.728 0.380
61 H 6.712 0.860 -0.534
62 H 6.005 0.947 1.051
63 H 4.247 3.700 0.054
64 H 4.453 2.490 1.347
65 C -3.025 2.312 -2.466
66 O -4.206 2.413 -2.330
67 N -2.573 1.989 -3.739
68 N -1.894 2.313 -1.487
69 H -3.169 2.321 -4.476
70 H -1.619 1.883 -4.001
71 H -2.146 2.598 -0.571
72 H -1.033 2.700 -1.884
73 C 2.548 3.266 -3.894
74 O 1.318 3.001 -3.719
75 N 2.893 4.453 -3.311
76 N 3.534 2.531 -4.439
77 H 2.133 4.893 -2.797
78 H 3.804 4.907 -3.158
79 H 3.308 1.669 -4.962
80 H 4.324 2.530 -3.769
81 C 0.136 -2.319 4.441
82 O -0.991 -2.461 4.961
83 N 0.258 -1.826 3.178
84 N 1.263 -2.505 5.223
85 H -0.564 -1.960 2.630
86 H 1.103 -1.852 2.665
87 H 1.107 -2.739 6.245
88 H 2.166 -2.633 4.844
89 C 3.952 0.907 3.788
90 O 4.552 1.004 2.713
91 N 3.214 -0.184 3.981
92 N 4.017 1.799 4.805
93 H 3.188 -0.710 3.147
94 H 2.441 -0.136 4.704
95 H 3.225 2.051 5.409
96 H 4.485 2.651 4.504
97 C 0.306 -0.189 -1.729
98 O -0.092 -0.893 -2.667
99 N 1.239 0.784 -2.031
100 N -0.090 -0.228 -0.406
101 H 1.392 1.351 -1.220
102 H 1.188 1.400 -2.984
103 H -0.474 -1.061 -0.083
104 H 0.290 0.430 0.228



Short version: (x) is the most stable of them.